Computed, not measured: a 7-piece molecular cluster, C28H44N2O15 overall, with the ωB97M-V functional and the def2-TZVPD basis.

Structure (XYZ):
```
89
Properties=species:S:1:pos:R:3:lowdin_charge:R:1
C 1.81 -2.31 -0.49 -0.032
C 3.08 -1.78 -1.06 -0.287
C 3.85 -0.67 -0.21 -0.057
O 5.13 -1.28 -0.12 0.074
C 5.27 -2.46 -0.64 -0.553
O 6.25 -3.17 -0.67 0.145
O 4.02 -2.83 -1.08 0.074
H 1.86 -2.98 0.33 0.060
H 1.15 -2.73 -1.22 0.055
H 1.16 -1.50 -0.01 0.091
H 2.92 -1.19 -1.97 0.135
H 3.45 -0.34 0.73 0.090
H 4.05 0.17 -0.86 0.107
C 1.08 1.47 -6.15 -0.019
C 0.87 1.78 -4.65 -0.297
C -0.54 1.65 -4.28 -0.084
O -0.63 0.44 -3.54 0.147
C 0.49 -0.08 -3.48 -0.716
O 0.66 -1.18 -3.04 0.153
O 1.40 0.62 -4.05 0.122
H 2.12 1.42 -6.54 0.095
H 0.63 2.26 -6.83 0.105
H 0.67 0.47 -6.37 0.099
H 1.44 2.64 -4.33 0.164
H -1.25 1.75 -5.11 0.149
H -0.80 2.59 -3.78 0.138
C -0.57 0.77 1.39 0.004
C -0.16 1.11 0.03 -0.342
C -0.51 2.54 -0.50 -0.008
O 0.68 2.91 -1.27 0.081
C 1.66 2.06 -1.03 -0.575
O 2.84 2.23 -1.22 0.152
O 1.21 1.13 -0.17 0.049
H -1.68 0.73 1.29 0.077
H -0.47 1.47 2.23 0.105
H -0.37 -0.25 1.64 0.061
H -0.47 0.34 -0.68 0.138
H -0.61 3.24 0.33 0.142
H -1.38 2.55 -1.15 0.102
C -4.63 0.14 2.44 -0.015
C -4.98 1.36 1.60 -0.293
C -4.05 2.59 1.96 -0.051
O -3.63 3.01 0.67 0.053
C -3.89 2.09 -0.28 -0.477
O -3.59 2.07 -1.49 0.096
O -4.53 1.02 0.30 0.047
H -4.95 -0.76 1.95 0.070
H -5.04 0.19 3.45 0.100
H -3.50 0.06 2.49 0.095
H -6.04 1.57 1.77 0.157
H -3.19 2.10 2.45 0.119
H -4.55 3.46 2.48 0.160
C -2.12 -2.29 -2.32 -0.016
C -2.78 -1.30 -1.42 -0.245
C -4.26 -1.51 -1.45 -0.041
O -4.39 -2.17 -0.16 0.099
C -3.31 -2.16 0.56 -0.654
O -3.15 -2.82 1.60 0.086
O -2.33 -1.55 -0.01 0.099
H -2.68 -3.22 -2.37 0.105
H -1.16 -2.58 -1.89 0.094
H -1.93 -2.00 -3.25 0.042
H -2.38 -0.34 -1.75 0.133
H -4.62 -2.14 -2.25 0.136
H -4.82 -0.62 -1.49 0.104
C 4.60 3.73 2.07 -0.101
C 4.14 2.40 2.66 -0.290
C 2.69 2.20 2.78 -0.225
C 2.05 3.27 3.57 -0.227
N 1.53 4.06 4.20 0.140
H 5.71 3.80 2.11 0.085
H 4.14 4.56 2.49 0.038
H 4.38 3.76 0.96 0.089
H 4.57 2.32 3.70 0.123
H 4.70 1.50 2.13 0.152
H 2.36 1.18 3.20 0.125
H 2.29 2.07 1.81 0.072
C 0.34 -4.97 2.49 -0.102
C -0.36 -3.59 2.33 -0.297
C 0.07 -2.56 3.30 -0.196
C 1.44 -1.96 3.04 -0.160
N 2.50 -1.47 2.95 0.164
H 1.43 -5.05 2.23 0.084
H -0.24 -5.76 1.93 0.094
H 0.39 -5.15 3.50 0.031
H -1.40 -3.97 2.60 0.117
H -0.40 -3.26 1.27 0.101
H -0.03 -3.03 4.30 0.131
H -0.74 -1.83 3.32 0.105
```

Calculated values
- HOMO-LUMO gap: 10.291 eV
- Relative energy (zero: lowest compared OMol25 entry of this formula, charge and spin): 0.000 eV
- SMILES: C[C@H]1COC(=O)O1.C[C@H]1COC(=O)O1.C[C@H]1COC(=O)O1.C[C@H]1COC(=O)O1.C[C@H]1COC(=O)O1.CCCC#N.CCCC#N

Computed, not measured: C28H45AuN2OP2 as an isolated structure, with the ωB97M-V functional and the def2-TZVPD basis.

Structure (XYZ):
```
79
Properties=species:S:1:pos:R:3:lowdin_charge:R:1
Au 4.85 6.94 16.27 0.818
C 4.78 9.39 19.36 -0.103
C 5.50 8.09 19.68 -0.537
C 4.58 7.13 20.50 -0.082
P 6.18 7.25 18.20 0.987
C 7.11 5.75 18.65 -0.537
C 7.99 5.34 17.51 -0.118
C 7.91 5.93 19.96 -0.072
C 7.44 8.34 17.45 -0.293
C 8.25 9.07 18.25 -0.020
C 9.30 9.89 17.70 -0.217
C 10.25 10.56 18.61 -0.030
C 9.33 10.02 16.31 0.015
C 8.46 9.31 15.44 0.026
C 7.48 8.46 16.02 -0.269
N 6.62 7.69 15.30 -0.017
C 6.89 7.22 14.06 -0.312
C 8.20 7.07 13.61 0.007
C 8.46 6.42 12.42 0.009
C 7.40 6.00 11.61 -0.227
C 7.64 5.31 10.27 -0.018
C 6.09 6.15 12.05 -0.017
C 5.83 6.76 13.29 -0.267
P 4.14 6.87 13.96 1.021
C 3.56 8.60 13.49 -0.480
C 2.22 8.89 14.17 -0.106
C 3.50 8.91 11.97 -0.079
C 3.16 5.49 13.28 -0.535
C 2.50 5.76 11.94 -0.089
C 2.21 4.99 14.36 -0.128
H 4.65 9.96 20.31 0.104
H 3.75 9.17 18.95 0.089
H 5.31 10.04 18.69 0.060
H 6.28 8.35 20.33 0.078
H 3.67 6.77 19.99 0.068
H 4.29 7.65 21.42 0.096
H 5.12 6.24 20.77 0.057
H 6.33 5.01 18.81 0.106
H 8.80 6.06 17.31 0.090
H 7.39 5.26 16.56 0.066
H 8.44 4.36 17.69 0.096
H 8.67 6.67 19.82 0.071
H 8.45 5.06 20.23 0.081
H 7.28 6.24 20.81 0.077
H 8.10 9.03 19.31 0.113
H 10.69 9.90 19.38 0.105
H 9.81 11.42 19.08 0.096
H 11.06 10.92 17.96 0.096
H 10.08 10.61 15.80 0.126
H 8.47 9.48 14.39 0.117
H 9.08 7.35 14.22 0.130
H 9.48 6.25 12.13 0.128
H 7.16 5.88 9.48 0.089
H 7.12 4.33 10.27 0.103
H 8.71 5.22 10.06 0.090
H 5.29 5.84 11.37 0.120
H 4.33 9.21 13.94 0.093
H 1.42 8.24 13.81 0.077
H 1.92 9.92 14.02 0.088
H 2.24 8.67 15.21 0.030
H 2.70 8.39 11.47 0.061
H 4.40 8.67 11.41 0.082
H 3.35 9.95 11.85 0.074
H 3.93 4.72 13.20 0.111
H 1.71 6.52 12.05 0.084
H 2.02 4.83 11.56 0.107
H 3.22 6.08 11.19 0.058
H 1.39 5.69 14.53 0.077
H 2.80 4.94 15.27 0.006
H 1.82 3.99 14.14 0.101
C 0.38 6.52 19.01 -0.036
C 1.40 6.69 18.01 -0.243
N 2.22 6.82 17.23 0.129
H 0.50 7.23 19.82 0.095
H 0.44 5.51 19.42 0.102
H -0.61 6.66 18.59 0.100
O 5.03 3.69 16.07 -0.069
H 4.56 3.42 16.87 0.047
H 5.50 2.94 15.73 0.048
```

Calculated values
- HOMO-LUMO gap (alpha / beta): 8.557 / 6.495 eV
- Relative energy (zero: lowest compared OMol25 entry of this formula, charge and spin): 0.000 eV
- ⟨S²⟩: 2.055
- Net charge: +2
- 2S+1: 3

Computed, not measured: C28H45Cl6O17Zr as an isolated structure, with the ωB97M-V functional and the def2-TZVPD basis.

Structure (XYZ):
```
97
Properties=species:S:1:pos:R:3:lowdin_charge:R:1
Zr 15.90 11.25 12.39 1.875
C 14.16 14.80 12.55 0.067
C 14.83 13.54 12.60 -0.647
O 14.26 12.44 12.21 -0.252
O 16.05 13.33 12.88 -0.125
H 14.24 15.47 13.40 0.112
H 13.09 14.61 12.35 0.131
H 14.61 15.33 11.71 0.134
Cl 16.20 12.69 9.87 0.695
C 15.12 11.69 8.75 -0.465
C 13.90 11.25 9.45 -0.605
Cl 14.02 10.09 10.74 0.774
H 15.78 10.95 8.40 0.063
H 14.85 12.40 7.99 0.101
H 13.26 10.77 8.63 0.142
H 13.40 12.13 9.77 0.076
Cl 7.93 19.90 11.15 0.528
C 9.63 19.22 11.17 -0.647
C 10.21 18.95 9.80 -0.587
Cl 11.90 18.31 10.06 0.479
H 9.61 18.34 11.78 0.043
H 10.24 19.88 11.72 0.044
H 10.33 19.90 9.29 0.073
H 9.65 18.22 9.25 0.055
Cl 20.22 14.09 12.08 0.507
C 21.13 15.30 11.06 -0.649
C 20.70 16.72 11.25 -0.639
Cl 21.74 17.70 10.15 0.593
H 21.06 14.89 10.06 0.056
H 22.18 15.08 11.37 0.083
H 20.85 16.95 12.29 0.069
H 19.65 16.89 11.02 0.078
C 14.53 8.33 17.62 0.003
C 14.17 7.77 16.28 -0.230
C 12.85 8.17 15.58 0.034
O 13.28 9.07 14.46 0.139
C 14.58 9.08 14.48 -0.523
O 15.25 9.79 13.71 -0.068
O 15.17 8.32 15.34 0.147
H 13.89 7.80 18.29 0.093
H 14.21 9.42 17.77 0.121
H 15.55 8.17 17.90 0.092
H 14.39 6.70 16.22 0.171
H 12.15 8.74 16.20 0.149
H 12.34 7.34 15.12 0.146
C 19.75 11.15 17.47 -0.002
C 19.53 11.83 16.19 -0.282
C 20.59 11.56 15.09 -0.038
O 19.78 11.52 13.95 0.107
C 18.55 11.44 14.32 -0.549
O 17.64 11.42 13.50 -0.039
O 18.28 11.48 15.57 0.193
H 20.65 11.36 18.01 0.105
H 19.80 10.03 17.32 0.128
H 18.92 11.35 18.11 0.088
H 19.48 12.91 16.23 0.169
H 21.06 10.59 15.22 0.149
H 21.35 12.34 14.97 0.161
C 8.12 11.20 10.48 -0.014
C 8.41 12.49 9.80 -0.365
C 7.52 12.97 8.67 -0.108
O 7.61 14.36 8.77 0.077
C 8.06 14.80 9.96 -0.454
O 8.27 15.95 10.25 0.155
O 8.49 13.63 10.68 0.044
H 8.32 10.44 9.72 0.100
H 7.13 11.15 10.80 0.076
H 8.87 11.10 11.24 0.079
H 9.40 12.38 9.31 0.140
H 6.49 12.63 8.80 0.150
H 7.92 12.67 7.72 0.134
C 19.80 9.07 7.47 0.024
C 19.40 8.74 8.93 -0.241
C 20.25 8.89 10.18 0.049
O 19.17 9.14 11.22 0.105
C 18.06 9.49 10.58 -0.506
O 16.96 9.82 11.14 -0.150
O 18.12 9.32 9.33 0.145
H 20.81 8.62 7.38 0.121
H 19.90 10.19 7.31 0.115
H 19.03 8.74 6.85 0.070
H 19.06 7.69 8.85 0.169
H 20.79 9.81 10.24 0.138
H 20.81 8.00 10.43 0.149
C 12.22 15.56 17.33 0.016
C 13.52 14.73 17.30 -0.238
C 13.54 13.51 18.13 -0.015
O 14.11 12.52 17.15 0.099
C 14.26 13.09 16.00 -0.578
O 14.70 12.42 15.02 0.039
O 13.85 14.32 15.85 0.115
H 12.06 15.81 18.29 0.057
H 11.35 14.99 16.88 0.127
H 12.39 16.36 16.66 0.078
H 14.36 15.42 17.50 0.168
H 12.50 13.26 18.38 0.146
H 14.17 13.58 19.05 0.160
```

Calculated values
- HOMO-LUMO gap: 6.180 eV
- Net charge: +3

Computed, not measured: C28H45CoF3N2O6P2S as an isolated structure, with the ωB97M-V functional and the def2-TZVPD basis.

Structure (XYZ):
```
88
Properties=species:S:1:pos:R:3:lowdin_charge:R:1
Co 1.13 -0.35 -1.83 0.385
C 3.30 -0.31 0.47 -0.081
N 3.05 -0.55 -0.96 -0.302
C 3.43 -1.94 -1.26 -0.067
C 3.88 0.40 -1.72 -0.155
C 3.48 0.35 -3.16 -0.245
C 4.37 0.62 -4.20 -0.062
C 3.95 0.50 -5.51 -0.110
C 2.65 0.07 -5.77 -0.100
C 1.78 -0.21 -4.73 -0.099
C 2.16 -0.06 -3.40 -0.156
H 4.38 -0.33 0.67 0.098
H 2.82 -1.08 1.06 0.069
H 2.91 0.67 0.75 0.072
H 4.47 -2.12 -0.98 0.095
H 3.31 -2.12 -2.33 0.094
H 2.76 -2.60 -0.71 0.081
H 4.95 0.18 -1.57 0.128
H 3.70 1.39 -1.30 0.116
H 5.39 0.92 -3.97 0.104
H 4.63 0.71 -6.33 0.093
H 2.33 -0.05 -6.80 0.096
H 0.78 -0.57 -4.97 0.079
C -3.40 0.80 2.91 -0.031
C -2.52 2.02 2.67 -0.404
C -1.76 2.45 3.91 -0.038
O -1.70 1.73 1.51 -0.163
P -0.19 1.33 1.32 0.471
O 0.07 1.07 -0.10 -0.244
C 0.16 -0.07 2.40 -0.197
P -0.06 -1.67 1.57 0.455
O 0.70 -1.78 0.31 -0.269
O -1.62 -1.77 1.46 -0.200
C -2.27 -2.29 0.24 -0.417
C -3.03 -1.14 -0.38 -0.023
C -3.15 -3.44 0.66 -0.034
O 0.46 -2.73 2.62 -0.164
C 0.02 -3.15 3.93 -0.414
C -1.40 -2.75 4.29 -0.044
C 1.03 -2.63 4.94 -0.043
O 0.70 2.47 1.97 -0.195
C 0.84 3.74 1.24 -0.432
C 1.99 3.65 0.26 -0.045
C 1.05 4.82 2.29 -0.041
H -4.03 0.97 3.79 0.090
H -2.79 -0.09 3.09 0.062
H -4.03 0.61 2.05 0.079
H -3.14 2.85 2.33 0.145
H -1.25 1.62 4.40 0.078
H -2.48 2.85 4.62 0.093
H -1.03 3.22 3.69 0.058
H -0.47 -0.04 3.28 0.049
H 1.20 -0.01 2.72 0.084
H -1.49 -2.61 -0.44 0.062
H -3.87 -0.84 0.25 0.079
H -3.40 -1.44 -1.36 0.074
H -2.36 -0.28 -0.53 0.078
H -3.92 -3.12 1.36 0.084
H -2.56 -4.23 1.13 0.082
H -3.64 -3.86 -0.22 0.091
H 0.07 -4.24 3.89 0.145
H -1.50 -1.68 4.43 0.068
H -1.65 -3.23 5.24 0.092
H -2.12 -3.07 3.54 0.071
H 1.01 -1.54 4.96 0.077
H 2.03 -2.96 4.68 0.086
H 0.79 -2.99 5.94 0.086
H -0.09 3.92 0.70 0.143
H 2.92 3.42 0.79 0.091
H 2.12 4.60 -0.25 0.091
H 1.80 2.87 -0.48 0.060
H 1.96 4.62 2.85 0.092
H 0.22 4.87 2.98 0.067
H 1.15 5.78 1.80 0.089
F -2.78 -2.85 -4.28 0.124
C -3.30 -1.64 -4.32 -0.609
F -4.42 -1.68 -3.54 0.112
F -3.75 -1.44 -5.57 0.126
C -2.39 -0.53 -3.88 -0.128
C -2.83 0.76 -4.17 -0.010
C -2.09 1.86 -3.77 -0.053
C -0.92 1.62 -3.06 -0.113
N -0.50 0.40 -2.78 -0.053
C -1.18 -0.71 -3.18 -0.675
S -0.36 -2.14 -2.74 0.733
H -3.75 0.89 -4.71 0.125
H -2.41 2.87 -4.00 0.098
H -0.30 2.43 -2.70 0.117
```

Calculated values
- HOMO-LUMO gap (alpha / beta): 7.121 / 7.159 eV
- Relative energy (zero: lowest compared OMol25 entry of this formula, charge and spin): 0.000 eV
- ⟨S²⟩: 0.773
- 2S+1: 2

Computed, not measured: C28H45CoN5O2PS as an isolated structure, with the ωB97M-V functional and the def2-TZVPD basis.

Structure (XYZ):
```
83
Properties=species:S:1:pos:R:3:lowdin_charge:R:1
Co -0.79 0.21 0.42 0.235
O -3.79 0.01 -2.33 0.064
C -2.95 -0.33 -1.53 -0.730
O -1.86 0.30 -1.28 -0.147
C -3.16 -1.64 -0.70 -0.203
P -1.65 -1.91 0.30 1.032
C -2.20 -3.21 1.44 -0.359
C -2.53 -4.47 0.96 -0.084
C -3.01 -5.44 1.82 -0.060
C -3.19 -5.14 3.16 -0.065
C -2.85 -3.89 3.65 -0.071
C -2.35 -2.93 2.79 -0.093
C -0.56 -2.82 -0.85 -0.372
C 0.34 -3.76 -0.34 -0.101
C 1.18 -4.44 -1.20 -0.064
C 1.15 -4.19 -2.56 -0.079
C 0.27 -3.25 -3.07 -0.078
C -0.57 -2.55 -2.22 -0.092
H -3.39 -2.48 -1.36 0.105
H -4.02 -1.51 -0.03 0.098
H -2.40 -4.70 -0.09 0.115
H -3.26 -6.42 1.44 0.112
H -3.59 -5.90 3.83 0.111
H -2.98 -3.67 4.70 0.108
H -2.07 -1.95 3.16 0.091
H 0.36 -3.95 0.72 0.113
H 1.86 -5.18 -0.80 0.114
H 1.81 -4.72 -3.23 0.113
H 0.22 -3.06 -4.13 0.115
H -1.23 -1.80 -2.62 0.106
C 2.63 3.59 2.33 -0.108
C 3.52 4.28 1.29 -0.246
C 4.13 3.36 0.24 -0.184
C 3.12 2.58 -0.60 -0.177
N 2.70 1.41 0.14 0.029
C 1.92 0.39 -0.18 -0.761
S 1.34 -0.54 1.16 0.708
N 1.58 -0.04 -1.40 0.045
C 1.96 0.43 -2.72 -0.156
C 3.35 -0.01 -3.18 -0.181
C 3.57 -1.53 -3.23 -0.242
C 3.95 -2.14 -1.89 -0.096
H 2.34 4.32 3.08 0.078
H 3.16 2.80 2.85 0.082
H 1.72 3.19 1.88 0.044
H 4.34 4.78 1.81 0.112
H 2.93 5.05 0.79 0.109
H 4.81 2.64 0.71 0.123
H 4.73 3.98 -0.44 0.117
H 3.57 2.29 -1.55 0.103
H 2.24 3.21 -0.82 0.120
H 2.83 1.50 1.14 0.081
H 1.04 -0.91 -1.39 0.086
H 1.89 1.52 -2.76 0.113
H 1.21 0.02 -3.40 0.130
H 4.12 0.43 -2.53 0.100
H 3.50 0.40 -4.18 0.118
H 4.38 -1.73 -3.94 0.110
H 2.68 -2.01 -3.62 0.085
H 4.82 -1.61 -1.48 0.078
H 4.23 -3.18 -2.02 0.074
H 3.14 -2.09 -1.16 0.046
C -1.45 1.69 3.09 -0.037
N -2.04 1.52 1.76 -0.205
C -3.46 1.18 1.78 -0.051
C -1.63 2.52 0.82 -0.446
N -0.45 2.28 0.34 0.133
N -2.41 3.54 0.47 -0.121
C -3.48 4.11 1.27 -0.032
C -2.18 4.21 -0.81 -0.021
H -0.37 1.73 3.00 0.076
H -1.72 0.85 3.72 0.094
H -1.80 2.61 3.57 0.095
H -4.03 1.75 2.51 0.091
H -3.55 0.12 2.02 0.084
H -3.89 1.33 0.79 0.104
H -0.10 2.98 -0.31 0.072
H -3.40 5.20 1.20 0.103
H -3.37 3.84 2.31 0.083
H -4.46 3.81 0.90 0.105
H -1.83 3.49 -1.55 0.099
H -1.46 5.02 -0.71 0.100
H -3.13 4.61 -1.16 0.101
```

Calculated values
- HOMO-LUMO gap (alpha / beta): 8.342 / 9.107 eV
- Relative energy (zero: lowest compared OMol25 entry of this formula, charge and spin): 0.002 eV
- ⟨S²⟩: 0.988
- Net charge: +1
- 2S+1: 2

| no. | largest force on an atom (eV/Å) | calculated total energy (hartree) |
| --- | --- | --- |
| 1 | 7.02 | -2331.36095 |
| 2 | 2.22 | -2096.56229 |
| 3 | 5.36 | -5180.51648 |
| 4 | 0.54 | -4418.36938 |
| 5 | 1.65 | -3640.36892 |